Here is a structure of composition C21H25KN3O3 in a non-equilibrium geometry from the OMol25 dataset. Energies are from ωB97M-V/def2-TZVPD.

The geometry in XYZ format:
```
53
Properties=species:S:1:pos:R:3:forces:R:3
C -0.9268 -1.8342 -5.1836 -1.0 0.5 -2.2
C -1.3715 -0.9567 -6.1220 0.0 -1.7 0.7
H -0.8615 -2.8940 -5.4414 0.0 0.3 0.4
H -0.6782 -1.4903 -4.1963 -0.1 -0.2 -0.5
C -1.4167 0.4890 -5.8629 0.1 1.0 0.6
C -0.9837 0.9673 -4.6786 -1.2 -0.1 -1.2
H -0.8899 0.2607 -3.8800 0.1 0.7 -0.4
H -0.8836 2.0310 -4.4781 -0.3 -0.1 0.0
C -1.8607 -1.4784 -7.4610 0.2 0.0 0.0
H -1.7069 -2.5605 -7.5149 0.0 0.2 0.0
H -1.3214 -1.0152 -8.2989 -0.1 -0.1 0.2
H -2.9341 -1.2892 -7.6186 0.3 0.1 0.2
C -1.9657 1.4012 -6.9261 0.4 0.2 -0.1
H -2.9934 1.1370 -7.2004 0.2 -0.1 0.1
H -1.3647 1.3982 -7.8415 -0.1 -0.1 0.1
H -1.9797 2.4196 -6.5399 0.0 0.0 -0.1
K -0.9929 0.8226 2.3332 -0.4 -0.1 0.2
O -0.4661 0.4902 -0.2492 1.0 -0.1 -0.6
C 0.4592 0.6462 -1.0573 -2.6 0.6 1.0
O 1.1884 1.5914 1.6191 1.6 0.7 -1.9
C 1.8478 1.8257 0.6081 -0.9 -0.4 1.3
O 2.9819 2.5271 0.6440 -0.1 -0.3 -0.8
N 1.5823 1.4115 -0.7022 -0.1 -0.2 0.2
C 3.5740 2.5701 -0.6901 0.6 0.7 0.5
C 2.6943 1.7450 -1.5909 -0.4 -0.5 -0.4
H 4.5846 2.1550 -0.6167 -0.2 0.3 0.1
H 3.6071 3.6150 -1.0178 0.1 -0.2 0.3
H 3.2180 0.8488 -1.9399 -0.2 0.1 0.0
H 2.3383 2.3049 -2.4571 0.1 0.0 0.1
C 0.4725 0.0799 -2.3964 1.0 -1.3 -0.4
C 0.0069 -1.2098 -2.6194 1.5 1.2 2.0
H 1.0234 0.6475 -3.1594 0.7 -1.0 0.5
H -0.9598 -1.4892 -2.1705 1.0 -0.5 0.6
H 0.6930 -1.9501 -3.0693 -1.1 0.6 -0.5
N 1.4384 -0.3194 4.0923 0.2 0.2 -0.7
C 1.1298 -0.5380 5.4130 -0.1 0.0 1.1
C 2.0465 -0.3960 6.4626 -0.7 -0.3 -0.9
C 1.6317 -0.6099 7.7933 -1.1 -0.2 0.3
C 0.3043 -0.9161 8.0978 0.6 0.1 0.1
C -0.6801 -1.0071 7.0699 0.7 0.1 -0.5
C -2.0621 -1.2213 7.3051 0.0 0.1 -0.5
C -2.9406 -1.2093 6.2332 0.2 -0.1 0.3
C -2.4383 -0.9902 4.9349 1.2 0.2 0.1
N -1.1402 -0.7783 4.6809 -1.2 -0.5 -0.1
C -0.2593 -0.8264 5.7094 0.1 0.5 0.7
H 2.3890 -0.0628 3.8559 -0.3 -0.2 0.1
H 0.9417 -0.8739 3.3998 0.4 0.1 0.5
H 3.0863 -0.1425 6.2297 -0.4 -0.1 0.1
H 2.3666 -0.5364 8.5999 -0.3 0.0 -0.3
H -0.0122 -1.0764 9.1349 0.2 0.1 -0.4
H -2.4011 -1.3748 8.3312 0.0 0.0 -0.3
H -4.0097 -1.3653 6.3650 0.3 0.0 0.1
H -3.1052 -0.9731 4.0674 0.1 0.0 0.3
```
Positions in Å, forces in eV/Å.

F_max (eV/A): 2.82
DFT total energy (Eh): -1804.8914
Gap between HOMO and LUMO (alpha / beta) (eV): 6.70 / 6.70
Charge: +1